[1]
14
Properties=species:S:1:pos:R:3 method="wB97M-V/def2-TZVPD" spin_multiplicity=3 de_lowest_kcal_mol=74.3 charge=0 max_force_ev_per_a=3.162
C 0.24005 2.07770 0.46252
C 1.34891 1.08509 0.90660
C -0.22772 -1.75706 -0.53985
C -0.61409 -0.28251 -0.27506
C 0.07120 0.66015 0.33500
C -0.95303 -2.80461 -1.41425
Cl -2.39796 -2.22787 -2.00472
H -0.07097 2.66386 1.35638
H 0.35741 2.53035 -0.51839
H 2.33054 1.05099 0.52834
H 1.23847 1.26822 1.97223
H 0.87528 -1.76054 -0.69183
H -0.57413 -2.40901 0.27854
H -1.62395 -0.09477 -0.39553



[2]
123
Properties=species:S:1:pos:R:3 method="wB97M-V/def2-TZVPD" charge=-1 max_force_ev_per_a=6.386
C 4.87710 3.00694 1.05976
C 6.25259 2.52668 0.30742
C 6.03605 1.50429 -0.95526
Br 5.25785 2.64150 -2.45624
S 4.71566 0.16464 -0.62418
O 5.08855 -1.01810 -1.58980
O 4.79625 -0.20658 0.87512
N 3.20193 0.85949 -1.14179
S 1.81750 0.05537 -0.45182
O 2.08538 -1.35448 0.12374
O 0.79933 -0.15445 -1.64021
C 0.99287 1.25775 0.72234
Br 0.33326 0.74476 2.58357
C 0.73078 2.70819 0.35792
C 1.13818 3.36881 -1.10705
Br -0.19372 3.99834 1.63986
H 3.91693 3.01497 0.37638
H 4.98786 4.03421 1.65671
H 4.65497 2.19674 1.90819
H 6.75152 3.51265 -0.14409
H 7.06657 2.06727 1.02340
H 7.03450 1.06613 -1.38136
H 0.52969 4.33084 -1.38119
H 1.08160 2.53754 -1.95935
H 2.29728 3.63771 -1.02981
C -0.86808 3.08742 7.57812
C -2.27438 3.63954 7.43610
O -2.27290 4.81526 6.61273
C -2.28360 4.60422 5.25835
O -2.29004 3.49116 4.73903
C -2.33211 5.93377 4.50722
F -1.46957 6.85993 5.01661
F -3.57065 6.50378 4.55275
F -2.01796 5.81250 3.18607
H -0.18684 3.86013 7.94878
H -0.85251 2.23976 8.26896
H -0.47576 2.75445 6.61206
H -2.65050 3.94036 8.41970
H -2.96716 2.88607 7.04366
C -3.34085 9.23962 1.85171
C -2.71634 8.09789 1.07123
O -3.10441 8.16018 -0.30927
C -2.38386 9.01610 -1.10124
O -1.45630 9.70975 -0.69247
C -2.86735 8.94505 -2.54881
F -4.22770 8.94947 -2.65210
F -2.44322 7.81038 -3.17620
F -2.42806 9.98714 -3.31030
H -4.42763 9.24688 1.71978
H -3.11353 9.15026 2.91771
H -2.97119 10.20740 1.49843
H -3.08378 7.14318 1.46230
H -1.62485 8.08803 1.17234
C -1.89415 -1.12370 -1.11132
C -2.22612 -2.00135 -2.30389
O -3.11977 -3.05663 -1.91913
C -4.45029 -2.73148 -1.86423
O -4.89290 -1.61408 -2.11747
C -5.28791 -3.95424 -1.49339
F -4.74858 -4.67209 -0.46624
F -5.41659 -4.82351 -2.53683
F -6.55558 -3.63554 -1.10578
H -1.50229 -1.72742 -0.28638
H -1.15160 -0.36758 -1.38141
H -2.78715 -0.61400 -0.73609
H -1.31183 -2.47758 -2.67359
H -2.64212 -1.41709 -3.13290
C -7.20455 -0.75754 1.35516
C -5.74028 -1.15108 1.29414
O -4.98262 -0.42519 2.27358
C -5.00294 -0.92930 3.54813
O -5.62339 -1.93745 3.87569
C -4.11885 -0.09269 4.47156
F -4.29406 1.24905 4.29755
F -2.79158 -0.33149 4.26590
F -4.34806 -0.33450 5.79361
H -7.31612 0.32691 1.25475
H -7.77106 -1.24767 0.55837
H -7.64773 -1.03510 2.31672
H -5.33046 -0.88541 0.31390
H -5.60645 -2.23221 1.41627
C 6.27998 -2.31375 2.53227
C 7.74425 -2.70730 2.47126
O 8.50190 -1.98140 3.45070
C 8.48158 -2.48551 4.72524
O 7.86114 -3.49366 5.05281
C 9.36568 -1.64890 5.64868
F 9.19046 -0.30717 5.47466
F 10.69295 -1.88770 5.44302
F 9.13647 -1.89071 6.97072
H 6.16840 -1.22930 2.43187
H 5.71347 -2.80389 1.73549
H 5.83680 -2.59132 3.49383
H 8.15406 -2.44162 1.49101
H 7.87808 -3.78843 2.59339
C -2.35259 -5.90468 -2.06815
C -1.05534 -6.19192 -1.33511
O -0.28971 -7.18313 -2.03624
C 0.47169 -6.72991 -3.08212
O 0.52093 -5.55415 -3.43394
C 1.26940 -7.87565 -3.70278
F 0.52294 -9.00380 -3.87970
F 2.33056 -8.24097 -2.92726
F 1.78236 -7.56704 -4.92771
H -2.91360 -6.82994 -2.23462
H -2.97504 -5.21039 -1.49670
H -2.16050 -5.46770 -3.05314
H -1.27791 -6.60345 -0.34491
H -0.46797 -5.27954 -1.17948
C 1.15458 -5.61946 -6.76155
C -0.25172 -5.06734 -6.90357
O -0.25023 -3.89162 -7.72694
C -0.26094 -4.10266 -9.08132
O -0.26738 -5.21571 -9.60064
C -0.30945 -2.77311 -9.83245
F 0.55309 -1.84695 -9.32306
F -1.54798 -2.20310 -9.78692
F 0.00470 -2.89438 -11.15360
H 1.83582 -4.84675 -6.39090
H 1.17015 -6.46712 -6.07071
H 1.54690 -5.95243 -7.72761
H -0.62783 -4.76652 -5.91997
H -0.94450 -5.82080 -7.29601



[3]
38
Properties=species:S:1:pos:R:3 method="wB97M-V/def2-TZVPD" spin_multiplicity=3 charge=-1 max_force_ev_per_a=2.462
Pd 0.85666 -0.93530 -0.40205
S 3.06287 -1.46076 -0.35224
C 3.67666 -0.88179 1.19074
C 5.06939 -0.86981 1.32964
C 5.58820 -0.32837 2.48533
C 4.75474 0.23847 3.46799
C 3.37830 0.16467 3.36654
C 2.80917 -0.40843 2.21450
S 1.08659 -0.39453 1.83088
H 5.79715 -1.18556 0.56710
H 6.66568 -0.34955 2.71243
H 5.22011 0.83609 4.26535
H 2.71875 0.65477 4.06737
C -3.75757 -0.83568 -1.56149
Si -2.02568 -1.45545 -1.10172
C -1.23715 -2.13394 -2.73132
C -2.08186 -2.76066 0.24021
N -0.99942 -0.14595 -0.42520
C -1.16454 1.19695 -0.38169
C -2.43731 1.67835 0.01747
C -2.95237 2.85318 -0.48051
C -2.13065 3.76308 -1.15786
C -0.79922 3.46232 -1.39323
C -0.31918 2.22887 -0.93512
F 1.03044 2.06196 -1.01205
H -4.26898 -1.63294 -2.06119
H -3.66922 -0.01764 -2.29542
H -4.39372 -0.52178 -0.68396
H -0.14467 -2.26969 -2.78690
H -1.38059 -1.35469 -3.47819
H -1.82442 -3.02010 -3.08019
H -2.84097 -3.51396 -0.09542
H -2.43987 -2.37735 1.18714
H -1.15435 -3.28373 0.48667
H -3.02524 1.01576 0.65119
H -3.98934 3.11562 -0.32087
H -2.53838 4.72423 -1.43379
H -0.13998 4.14337 -1.91011



[4]
13
Properties=species:S:1:pos:R:3 method="wB97M-V/def2-TZVPD" smiles=[NH3+][C@@H]1NN[C@H]1Cl de_lowest_kcal_mol=91.5 charge=+1 max_force_ev_per_a=5.616
N 1.28872 -0.94980 0.24485
C 0.08230 -0.31761 -0.42796
N 0.35668 1.07399 -0.58477
N -0.62804 1.41209 0.48760
C -1.09629 0.04779 0.46639
Cl -2.66759 -0.33574 -0.33671
H 2.08774 -0.35153 -0.13822
H 1.53284 -1.96310 0.19648
H 1.04305 -0.85152 1.30023
H -0.03949 -1.08488 -1.49642
H 0.21073 1.58658 -1.49011
H -1.14668 2.17638 0.26823
H -1.02397 -0.44266 1.51042



[5]
17
Properties=species:S:1:pos:R:3 method="wB97M-V/def2-TZVPD" spin_multiplicity=3 de_lowest_kcal_mol=45.7 charge=+2 max_force_ev_per_a=8.697
O 2.43212 3.50893 -3.52724
C 1.92570 2.79314 -2.81063
Ni -0.24655 -0.38508 0.38003
O -0.03471 1.91498 2.25304
C 0.01514 1.25801 1.29878
C -0.05243 -1.28219 -1.27470
O -0.14585 -2.22968 -1.93980
C 1.61284 -0.59801 0.54549
O 2.53819 -1.10258 1.03288
C -1.64391 0.56629 -0.51680
O -2.75604 0.81352 -0.72534
C -2.16468 -3.14052 3.14469
C -1.53901 -2.22415 2.23508
N -1.03597 -1.49069 1.49971
H -2.02428 -4.18012 2.85251
H -3.26434 -2.96489 3.21619
H -1.76425 -3.03230 4.17805



[6]
24
Properties=species:S:1:pos:R:3 method="wB97M-V/def2-TZVPD" de_lowest_kcal_mol=85.7 charge=+1 max_force_ev_per_a=4.014
C 3.42487 -2.18807 1.89367
C 2.12666 -2.64857 2.01537
C 3.69435 -1.07557 1.14178
C 1.09363 -1.94702 1.45399
C 2.67667 -0.37499 0.41365
C 1.41762 -0.83152 0.70364
C -2.27874 0.21862 -2.70210
C -0.58186 0.19642 -0.40215
N -1.06002 1.27733 0.13130
N -3.00205 2.94579 -0.59879
S -0.77630 -0.52284 -1.88058
H 4.21490 -2.84468 2.37728
H 1.75344 -3.55131 2.50103
H 4.64558 -0.77907 0.92057
H 0.13497 -2.46060 1.60317
H 2.78637 0.37448 -0.31597
H -2.42353 -0.43418 -3.46483
H -2.06068 1.21977 -2.95189
H -3.04335 0.45647 -2.00010
H -1.05761 1.38580 1.12971
H -1.85383 1.90702 -0.41026
H -3.90884 2.53521 -0.41933
H -3.01191 3.56519 0.22566
H -2.91035 3.57633 -1.36482



[7]
12
Properties=species:S:1:pos:R:3 method="wB97M-V/def2-TZVPD" de_lowest_kcal_mol=41.4 charge=0 max_force_ev_per_a=6.125
C -0.19186 1.43141 0.27693
N -1.11885 0.45492 -0.26679
N -0.32217 0.06758 0.82910
O 0.45675 -1.54458 -1.62116
O 0.95427 -2.60392 0.58300
P 1.33937 -1.28426 -0.31442
S 3.24496 -0.93415 -0.32074
H 0.69168 1.66330 -0.19495
H -0.61984 2.05540 1.16242
H -2.07276 0.35987 -0.02265
H -0.35970 -1.09075 -1.44661
H -0.03922 -2.65447 0.86732



[8]
75
Properties=species:S:1:pos:R:3 method="wB97M-V/def2-TZVPD" charge=0 max_force_ev_per_a=6.709
O 1.52260 5.23311 -1.41896
C 2.47682 4.31014 -1.82811
C 2.11650 3.01992 -2.00578
C 3.12028 2.06165 -2.39567
C 4.40485 2.42177 -2.62580
C 5.49597 1.44109 -3.04074
C 5.24236 0.07657 -2.41948
O 4.26852 -0.67438 -3.11365
C 6.54558 -0.76498 -2.31197
F 7.09260 -0.64754 -1.08689
F 7.47085 -0.39665 -3.19991
F 6.28806 -2.06830 -2.48166
C 4.79583 3.79012 -2.44449
N 6.02094 4.28164 -2.62476
S 5.87256 5.85189 -2.25917
N 4.32849 5.96423 -1.85524
C 3.82052 4.74221 -2.01938
H 1.53452 5.17467 -0.45576
H 1.10109 2.67970 -1.86583
H 2.78069 1.04030 -2.49335
H 6.41423 1.81658 -2.58027
H 5.65798 1.41173 -4.11790
H 4.90351 0.24923 -1.39184
H 3.86479 -1.26568 -2.47314
C 0.96888 -0.89615 2.80735
O 1.14566 -2.27886 2.44209
P 1.37312 -2.60228 0.84015
O 0.04058 -2.30109 0.25707
O 1.60916 -4.16745 1.15936
C 0.62336 -4.89860 1.88989
O 2.29719 -2.71769 -0.51372
C 3.69833 -3.04001 -0.36949
H 1.05797 -0.82309 3.88840
H 1.73156 -0.26707 2.35071
H -0.02098 -0.55585 2.50384
H -0.37897 -4.51130 1.70790
H 0.84597 -4.86314 2.95585
H 0.66984 -5.93304 1.55694
H 3.82833 -4.06551 -0.02729
H 4.18072 -2.35427 0.32813
H 4.16808 -2.94005 -1.34511
C -7.49419 -4.09617 -0.12894
O -6.57734 -4.10383 0.98017
P -5.06801 -4.70328 0.68220
O -5.32226 -6.15091 0.48489
O -4.56309 -4.32805 2.17413
C -5.27724 -4.82874 3.29968
O -3.56694 -4.53510 0.06214
C -2.94358 -3.22765 0.10252
H -8.34706 -3.48043 0.14759
H -7.03122 -3.67289 -1.01957
H -7.83418 -5.11030 -0.33640
H -5.73502 -5.79427 3.08523
H -6.04361 -4.11567 3.60459
H -4.56528 -4.94599 4.11492
H -2.70733 -2.95218 1.12939
H -3.59568 -2.47558 -0.34357
H -2.01945 -3.27555 -0.46426
C -2.85491 1.86654 1.91361
O -3.28496 3.20678 1.61228
P -2.13927 4.23308 1.01712
O -1.25685 4.46161 2.18958
O -3.21603 5.41641 0.79746
C -4.00534 5.86035 1.89802
O -1.20063 4.76882 -0.21118
C -1.75647 4.73131 -1.54555
H -3.74279 1.25966 2.07472
H -2.28534 1.44050 1.08796
H -2.24923 1.86646 2.81977
H -3.47017 5.75485 2.84137
H -4.93995 5.30088 1.93777
H -4.23406 6.91154 1.73421
H -2.55926 5.46160 -1.64045
H -2.13169 3.73543 -1.78397
H -0.96054 4.98719 -2.23971



[9]
8
Properties=species:S:1:pos:R:3 method="wB97M-V/def2-TZVPD" de_lowest_kcal_mol=79.6 charge=0 max_force_ev_per_a=4.174
C -0.05282 0.78248 -0.11723
C -0.17423 -0.69181 0.00230
P 1.54905 0.00051 0.02496
H -0.54695 1.50263 -0.73679
H -0.15718 1.22010 1.77811
H -0.54455 -1.09047 0.93740
H -0.48512 -1.27340 -0.85711
H 1.78110 -0.23252 -1.34696



[10]
23
Properties=species:S:1:pos:R:3 method="wB97M-V/def2-TZVPD" de_lowest_kcal_mol=89.3 charge=+1 max_force_ev_per_a=3.928
C 2.18687 -1.62361 -0.00918
C 3.26348 -0.93806 -0.46532
C 1.05186 -0.67467 0.20589
C 1.69572 0.64309 -0.03238
C 1.35391 1.91325 0.12901
C 0.04662 2.54835 0.42448
C -1.21140 2.36915 0.15753
C -0.15444 -0.92163 0.59167
N -2.35304 1.97510 0.06827
N 2.99865 0.36158 -0.40087
N -1.31478 -1.15161 1.07322
N -3.12218 -1.74918 -0.70515
H 2.00399 -2.75181 0.00729
H 4.28193 -1.30717 -0.47531
H 2.05516 2.64551 0.03129
H -0.07213 3.50563 1.03207
H -2.95326 2.33624 -0.67713
H 3.62919 1.13802 -0.69961
H -1.28099 -1.41839 2.12308
H -2.13967 -1.45747 0.26658
H -4.12991 -1.66250 -0.38492
H -2.92529 -2.72419 -0.88633
H -2.91025 -1.05563 -1.37419



[11]
10
Properties=species:S:1:pos:R:3 method="wB97M-V/def2-TZVPD" de_lowest_kcal_mol=40.4 charge=0 max_force_ev_per_a=4.225
C 0.58291 0.90336 0.27555
C -0.67431 -1.34475 -0.24252
O -1.30128 -2.47045 -0.22446
S 0.35783 -0.73873 0.88005
Cl -2.49317 0.82375 0.21168
H 1.03232 1.51627 1.15006
H -0.51286 1.25686 0.02820
H 1.18542 1.00840 -0.61112
H -0.86524 -0.62454 -1.11695
H -1.35343 -2.69733 0.65098



[12]
111
Properties=species:S:1:pos:R:3 method="wB97M-V/def2-TZVPD" smiles="O=[N+]([O-])c1ccccc1.O=[N+]([O-])c1ccccc1.O=[N+]([O-])c1ccccc1.O=[N+]([O-])c1ccccc1.O=S1(=O)CCCC1.CCCCCC.CCCCCC" de_lowest_kcal_mol=26.7 charge=0 max_force_ev_per_a=4.917
O 8.64553 5.30699 0.95247
N 7.91076 4.36142 0.63632
O 7.36067 3.70713 1.52732
C 7.82418 4.04276 -0.77040
C 6.77046 3.24645 -1.24201
C 6.69570 2.94312 -2.60349
C 7.51353 3.53833 -3.57160
C 8.60904 4.33672 -3.11154
C 8.70931 4.63898 -1.73088
H 6.00446 2.87067 -0.57986
H 5.78411 2.51326 -2.99160
H 7.29922 3.45403 -4.62676
H 9.33469 4.70440 -3.82191
H 9.52144 5.29520 -1.45478
O -8.54766 2.00388 -3.14529
N -7.29351 1.97333 -2.96817
O -6.56573 1.17387 -3.55677
C -6.74143 3.01789 -2.01098
C -5.40062 3.15323 -1.89452
C -4.83541 4.08644 -1.04987
C -5.77571 4.71260 -0.28968
C -7.13282 4.70181 -0.43285
C -7.66175 3.87333 -1.40292
H -4.80837 2.36974 -2.34371
H -3.80795 4.09918 -0.71738
H -5.47762 5.39699 0.49081
H -7.70055 5.41318 0.14856
H -8.74149 3.86487 -1.42489
O -9.75411 0.23007 1.73316
N -8.85967 0.62860 1.02682
O -9.08277 1.46419 0.21606
C -7.52816 -0.01657 1.08275
C -7.23419 -1.00683 2.05674
C -6.04749 -1.73815 2.06040
C -5.02571 -1.28977 1.23488
C -5.30233 -0.35455 0.26269
C -6.48795 0.35290 0.27307
H -8.01173 -1.38585 2.70341
H -5.94804 -2.68610 2.56825
H -4.06595 -1.77427 1.13224
H -4.52179 -0.17366 -0.46150
H -6.70148 1.23436 -0.31330
O -3.53939 1.21887 3.68266
N -3.35495 0.51276 4.65969
O -4.16689 0.53998 5.60864
C -2.14294 -0.29688 4.76881
C -0.87069 0.18262 4.45565
C 0.36408 -0.41643 4.59937
C 0.28917 -1.69860 5.17417
C -0.88652 -2.23739 5.70360
C -2.11223 -1.58794 5.48590
H -0.88672 1.09454 3.87726
H 1.27672 -0.02854 4.17155
H 1.19462 -2.28496 5.22650
H -0.78385 -3.24444 6.08005
H -3.02496 -2.03531 5.85085
O -4.05519 -3.94841 -0.64202
S -3.89649 -3.82155 -2.11517
O -3.15524 -4.91822 -2.84740
C -5.53683 -3.38261 -2.85943
C -5.25804 -2.24815 -3.92625
C -4.36278 -1.29146 -3.23068
C -3.23988 -2.04671 -2.48247
H -6.25310 -2.96230 -2.15346
H -6.09329 -4.28781 -3.10247
H -4.64002 -2.70702 -4.69800
H -6.19669 -1.89804 -4.35573
H -5.00017 -0.72659 -2.55042
H -3.93753 -0.50761 -3.85745
H -2.96734 -1.69069 -1.48896
H -2.35081 -2.17667 -3.09953
C 3.34700 1.01811 -1.19873
C 1.96864 0.41441 -1.06911
C 1.37821 0.37593 0.32845
C -0.05992 -0.25458 0.38871
C -1.14800 0.51097 -0.49921
C -1.49271 1.98344 0.01825
H 3.47064 1.99638 -0.73417
H 3.47620 1.26974 -2.25139
H 4.08606 0.26535 -0.92444
H 1.39477 1.13894 -1.64688
H 1.82226 -0.60774 -1.41823
H 1.47164 1.25129 0.97119
H 2.02008 -0.20801 0.98809
H -0.15528 -1.28779 0.05484
H -0.35247 -0.37112 1.43223
H -0.95273 0.58342 -1.56913
H -2.13046 0.03979 -0.46990
H -1.91604 2.04120 1.02103
H -0.64162 2.59328 -0.28480
H -2.32484 2.44111 -0.51673
C 7.75643 -6.41303 1.16639
C 8.28351 -4.95653 1.18370
C 7.19644 -3.82082 0.94631
C 7.76577 -2.55027 0.31111
C 6.69284 -1.48412 -0.03131
C 7.18893 -0.07421 -0.41863
H 6.99140 -6.47420 1.94039
H 8.44163 -7.21470 1.44193
H 7.17711 -6.67048 0.27970
H 8.76481 -4.69580 2.12629
H 8.89668 -4.94738 0.28257
H 6.49147 -3.65769 1.76148
H 6.56540 -4.19622 0.14072
H 8.60792 -2.22843 0.92373
H 8.39063 -2.69552 -0.57011
H 6.11075 -1.81319 -0.89212
H 6.04340 -1.42217 0.84190
H 7.81724 -0.18597 -1.30228
H 6.32592 0.57357 -0.57256
H 7.89763 0.34396 0.29620



Number 1: electronic energy -18850.55731 eV. Number 2: electronic energy -363178.02824 eV. Number 3: electronic energy -53068.40665 eV. Number 4: electronic energy -19170.11424 eV. Number 5: electronic energy -60055.97493 eV. Number 6: electronic energy -22311.76261 eV. Number 7: electronic energy -28315.08192 eV. Number 8: electronic energy -97717.74213 eV. Number 9: electronic energy -11439.06016 eV. Number 10: electronic energy -14424.20307 eV. Number 11: electronic energy -27558.17249 eV. Number 12: electronic energy -79643.01218 eV.